[1]
Molecular formula: C19H18EuIN3O3S
Method: DFT, ωB97M-V/def2-TZVPD

Summary:
energy above the lowest of the compared OMol25 structures with the same formula, charge and spin = 21.65 kJ/mol
HOMO-LUMO gap (alpha / beta) = 0.24008 / 0.24183 hartree
molecular weight = 647.31 u
expectation value of S² = 16.18
2S+1 = 8
total energy = -2530.92212 Eh

Structure (XYZ):
```
46
C19H18EuIN3O3S ωB97M-V/def2-TZVPD
C 1.49 1.93 2.13
C 1.41 -1.82 2.31
H 2.56 1.75 2.00
H 1.11 1.49 3.05
H 1.28 3.01 2.11
H 1.51 -2.75 1.74
H 2.40 -1.42 2.57
H 0.83 -2.02 3.21
C 1.03 2.56 -1.88
C 1.16 3.39 -3.01
C 1.09 2.80 -4.29
C 0.91 1.43 -4.38
H 1.10 2.92 -0.85
H 1.33 4.45 -2.88
H 1.15 3.41 -5.18
H 0.84 0.90 -5.34
N 0.84 1.24 -1.98
C 0.79 0.68 -3.21
C 0.63 -0.78 -3.20
N 0.60 -1.33 -1.97
C 0.50 -2.66 -1.86
C 0.42 -2.94 -4.25
C 0.43 -3.51 -2.97
H 0.49 -3.01 -0.83
H 0.38 -4.59 -2.81
C 0.52 -1.55 -4.38
H 0.53 -1.03 -5.33
H 0.32 -3.55 -5.13
Eu 0.89 -0.06 0.33
I 3.88 -0.19 -0.16
O -1.40 -2.20 0.77
C -1.75 -1.08 1.16
N -1.47 0.09 0.52
S -2.11 1.57 1.07
O -0.90 2.33 1.43
O -2.95 2.13 -0.02
C -2.58 0.70 2.63
C -2.42 1.27 3.88
C -2.08 0.47 5.00
C -2.00 -0.92 4.83
C -2.18 -1.50 3.57
C -2.39 -0.69 2.46
H -2.53 2.34 4.04
H -1.87 0.88 6.00
H -1.73 -1.57 5.68
H -2.06 -2.57 3.42
```

=====

[2]
Molecular formula: C5H9NO
Method: DFT, ωB97M-V/def2-TZVPD

Summary:
energy above the lowest of the compared OMol25 structures with the same formula, charge and spin = 278.84 kJ/mol
HOMO-LUMO gap = 0.38662 hartree
structure (SMILES) = C[C@H]1CC/C1=N\O
molecular weight = 99.13 u
total energy = -325.83135 Eh

Structure (XYZ):
```
16
C5H9NO ωB97M-V/def2-TZVPD
C -1.59 -1.22 -0.02
C -0.58 -0.25 -0.62
C -0.75 1.27 -0.34
C 0.72 1.35 0.15
C 0.78 -0.16 0.03
N 1.58 -1.09 0.31
O 2.74 -0.60 0.91
H -2.55 -1.16 -0.55
H -1.76 -0.99 1.03
H -1.22 -2.25 -0.09
H -0.46 -0.45 -1.70
H -0.99 1.88 -1.22
H -1.48 1.47 0.45
H 0.88 1.76 1.16
H 1.41 1.86 -0.53
H 3.26 -1.41 1.03
```

=====

[3]
Molecular formula: C9H4NO2RhS5
Method: DFT, ωB97M-V/def2-TZVPD

Summary:
energy above the lowest of the compared OMol25 structures with the same formula, charge and spin = 0.00 kJ/mol
HOMO-LUMO gap (alpha / beta) = 0.23141 / 0.21183 hartree
molecular weight = 421.38 u
total energy = -2652.11236 Eh

Structure (XYZ):
```
22
C9H4NO2RhS5 ωB97M-V/def2-TZVPD
Rh -0.19 0.71 0.55
S 3.97 6.44 -0.54
C 3.07 5.12 -0.17
S 1.53 5.23 0.63
C 1.18 3.52 0.62
C 2.10 2.73 0.03
S 1.87 1.00 0.01
S 3.50 3.51 -0.67
S -0.22 2.79 1.32
O -3.27 -0.54 -1.74
C -2.28 -0.41 -1.06
O -1.70 0.72 -0.77
C -1.61 -1.63 -0.45
C -2.12 -2.90 -0.65
C -1.46 -3.97 -0.06
C -0.33 -3.74 0.69
C 0.12 -2.44 0.84
N -0.51 -1.41 0.28
H -3.01 -3.01 -1.25
H -1.83 -4.98 -0.20
H 0.21 -4.55 1.17
H 1.01 -2.20 1.42
```

=====

[4]
Molecular formula: C3H4N4O
Method: DFT, ωB97M-V/def2-TZVPD

Summary:
energy above the lowest of the compared OMol25 structures with the same formula, charge and spin = 632.08 kJ/mol
HOMO-LUMO gap = 0.29033 hartree
molecular weight = 112.09 u
total energy = -410.76254 Eh

Structure (XYZ):
```
12
C3H4N4O ωB97M-V/def2-TZVPD
C -0.50 -1.17 0.01
C 1.40 0.04 -0.02
C -0.48 1.30 0.04
H -2.71 -0.86 0.93
H -0.85 -2.24 0.14
H 2.76 -1.01 0.05
H -1.21 2.19 -0.09
N -1.22 -0.05 -0.03
N 0.65 -1.11 -0.20
N 2.58 -0.06 0.15
N 0.78 1.32 -0.05
O -2.50 0.03 -0.05
```

=====

[5]
Molecular formula: C64H97F27N8O24
Method: DFT, ωB97M-V/def2-TZVPD

Summary:
HOMO-LUMO gap = 0.32983 hartree
molecular weight = 1875.46 u
total energy = -7437.11305 Eh

Structure (XYZ):
```
220
C64H97F27N8O24 ωB97M-V/def2-TZVPD
C 5.41 -26.57 -10.44
O 5.24 -27.72 -10.80
N 6.51 -26.04 -9.86
C 6.77 -24.62 -9.65
C 7.58 -27.00 -9.63
H 4.57 -25.91 -10.50
H 5.81 -24.13 -9.90
H 7.54 -24.19 -10.26
H 7.04 -24.44 -8.62
H 7.17 -27.88 -9.03
H 7.94 -27.50 -10.53
H 8.44 -26.63 -9.09
C -4.44 -27.70 -9.91
O -5.31 -27.03 -10.44
N -3.11 -27.47 -9.73
C -2.27 -28.53 -9.17
C -2.53 -26.37 -10.37
H -4.70 -28.68 -9.50
H -2.89 -29.43 -8.87
H -1.66 -28.16 -8.34
H -1.56 -28.84 -9.96
H -1.64 -26.13 -9.81
H -2.03 -26.62 -11.31
H -3.19 -25.52 -10.49
C 1.06 -34.25 -4.29
O 0.03 -34.08 -4.87
N 2.23 -34.72 -4.83
C 3.54 -34.62 -4.14
C 2.19 -35.14 -6.20
H 1.35 -34.02 -3.20
H 4.23 -33.96 -4.64
H 3.96 -35.62 -4.17
H 3.41 -34.26 -3.12
H 2.60 -34.40 -6.93
H 2.73 -36.03 -6.46
H 1.15 -35.34 -6.43
C 1.08 -29.54 -7.21
O 0.40 -28.57 -6.98
N 1.27 -30.59 -6.40
C 0.55 -30.70 -5.14
C 2.02 -31.66 -6.79
H 1.63 -29.59 -8.11
H -0.19 -31.51 -5.25
H 0.02 -29.81 -4.93
H 1.25 -30.77 -4.34
H 2.88 -31.76 -6.15
H 1.48 -32.60 -6.85
H 2.37 -31.53 -7.84
C 3.70 -30.62 -10.12
O 2.53 -30.96 -10.18
N 4.75 -31.42 -9.88
C 6.14 -30.92 -10.06
C 4.51 -32.88 -9.74
H 4.02 -29.55 -10.26
H 6.16 -29.83 -10.05
H 6.55 -31.29 -11.05
H 6.77 -31.35 -9.29
H 3.49 -33.11 -9.42
H 4.75 -33.50 -10.60
H 5.26 -33.17 -8.95
C 1.41 -38.79 -6.05
O 2.46 -38.60 -5.45
N 1.31 -38.79 -7.40
C -0.02 -38.97 -8.03
C 2.34 -38.26 -8.22
H 0.48 -39.00 -5.49
H -0.76 -39.15 -7.23
H 0.01 -39.85 -8.66
H -0.32 -38.13 -8.59
H 3.25 -37.99 -7.68
H 2.59 -38.97 -9.06
H 2.04 -37.31 -8.65
C 2.81 -36.98 -12.14
C 2.56 -36.11 -13.33
O 3.50 -35.08 -13.39
C 3.25 -33.94 -12.80
O 2.24 -33.74 -12.14
C 4.28 -32.91 -13.24
F 5.55 -33.22 -12.83
F 4.25 -32.86 -14.58
F 3.95 -31.75 -12.75
H 3.87 -37.28 -12.15
H 2.10 -37.88 -12.12
H 2.73 -36.44 -11.21
H 1.57 -35.68 -13.45
H 2.78 -36.69 -14.25
C 8.95 -36.24 -9.83
C 7.75 -35.59 -9.18
O 8.24 -34.83 -8.07
C 7.44 -34.51 -7.04
O 6.42 -35.04 -6.80
C 8.20 -33.67 -5.98
F 7.36 -33.05 -5.18
F 8.90 -34.57 -5.25
F 8.97 -32.79 -6.60
H 8.72 -36.77 -10.72
H 9.59 -36.88 -9.18
H 9.63 -35.37 -10.06
H 7.03 -36.29 -8.79
H 7.23 -34.92 -9.89
C 2.05 -27.25 -12.79
C 1.73 -28.71 -12.50
O 0.31 -28.89 -12.76
C 0.03 -29.98 -13.44
O 0.83 -30.79 -13.93
C -1.47 -30.20 -13.53
F -1.83 -31.38 -13.02
F -2.17 -29.26 -12.95
F -1.80 -30.22 -14.82
H 2.09 -27.24 -13.89
H 3.00 -26.93 -12.30
H 1.24 -26.60 -12.43
H 1.88 -29.06 -11.46
H 2.33 -29.34 -13.16
C 11.74 -32.83 -8.90
C 10.58 -31.90 -9.00
O 10.78 -30.86 -8.08
C 10.06 -29.76 -8.21
O 9.20 -29.56 -8.97
C 10.50 -28.78 -7.15
F 11.75 -28.36 -7.45
F 9.79 -27.69 -7.18
F 10.52 -29.28 -5.93
H 12.63 -32.28 -9.03
H 11.71 -33.61 -9.67
H 11.71 -33.32 -7.95
H 9.67 -32.44 -8.79
H 10.54 -31.40 -9.95
C 6.19 -27.11 -2.88
C 5.24 -28.30 -3.03
O 5.52 -28.60 -4.43
C 4.64 -29.01 -5.29
O 3.52 -29.25 -5.03
C 5.19 -29.21 -6.69
F 5.95 -30.30 -6.82
F 4.15 -29.46 -7.52
F 5.83 -28.08 -7.02
H 5.97 -26.33 -3.60
H 7.18 -27.56 -3.06
H 6.15 -26.80 -1.85
H 4.18 -28.08 -2.98
H 5.57 -29.18 -2.50
C -1.51 -34.64 -13.38
C -1.68 -35.54 -12.19
O -0.86 -36.67 -12.46
C -1.11 -37.76 -11.83
O -1.77 -37.97 -10.84
C -0.25 -38.94 -12.49
F -1.10 -39.94 -12.89
F 0.36 -38.56 -13.56
F 0.56 -39.43 -11.47
H -2.20 -33.74 -13.34
H -1.69 -35.10 -14.34
H -0.54 -34.16 -13.35
H -2.73 -35.85 -12.06
H -1.25 -35.01 -11.34
C 7.04 -29.15 -13.37
C 5.64 -28.70 -13.69
O 5.31 -29.36 -14.97
C 4.31 -28.85 -15.67
O 3.73 -27.83 -15.65
C 3.85 -29.94 -16.62
F 2.77 -30.59 -16.04
F 3.44 -29.49 -17.75
F 4.67 -30.96 -16.77
H 7.71 -28.66 -14.10
H 7.31 -30.20 -13.58
H 7.27 -28.87 -12.34
H 5.60 -27.63 -13.88
H 4.79 -29.01 -13.05
C -2.38 -28.14 -5.04
C -3.06 -29.48 -5.47
O -4.40 -29.63 -4.87
C -5.39 -29.25 -5.71
O -5.21 -28.67 -6.74
C -6.82 -29.73 -5.40
F -7.65 -28.73 -5.34
F -7.15 -30.45 -6.49
F -6.90 -30.47 -4.32
H -2.36 -28.13 -3.95
H -2.98 -27.28 -5.28
H -1.37 -28.11 -5.42
H -2.58 -30.42 -5.05
H -3.18 -29.54 -6.55
C -0.87 -25.46 -6.39
C 0.22 -24.61 -6.92
O 1.52 -25.19 -6.60
C 2.41 -24.42 -6.05
O 2.39 -23.48 -5.35
C 3.78 -25.02 -6.51
F 3.72 -26.37 -6.24
F 4.04 -24.95 -7.87
F 4.79 -24.53 -5.81
H -1.79 -24.92 -6.66
H -0.84 -25.56 -5.34
H -0.91 -26.50 -6.86
H 0.14 -23.60 -6.52
H 0.35 -24.50 -7.97
N 0.28 -34.82 -9.29
C 0.45 -33.57 -9.57
C -0.45 -32.57 -9.24
C -1.52 -32.87 -8.46
C -1.77 -34.22 -8.18
C -0.82 -35.19 -8.61
H 1.31 -33.33 -10.20
H -0.17 -31.55 -9.53
H -2.21 -32.07 -8.19
H -2.73 -34.45 -7.67
H -1.04 -36.24 -8.46
N 9.49 -33.24 -13.86
C 8.66 -34.26 -13.84
C 7.56 -34.33 -14.75
C 7.30 -33.22 -15.61
C 8.21 -32.14 -15.63
C 9.30 -32.22 -14.76
H 8.66 -34.97 -13.05
H 6.93 -35.22 -14.76
H 6.44 -33.22 -16.28
H 8.09 -31.26 -16.27
H 10.04 -31.43 -14.85
```